A structure of composition C45H44P2Pb. Source: OMol25; level of theory: ωB97M-V with the def2-TZVPD basis set.

```
92
Properties=species:S:1:pos:R:3:lowdin_charge:R:1
Pb 1.8352 -1.1553 0.1481 1.036
C -4.5786 2.8436 -0.8904 -0.100
C -3.8920 3.2315 0.1928 -0.134
C -4.4214 3.2419 1.5942 -0.182
C -5.5066 2.1742 1.9131 -0.194
C -5.0966 0.7800 1.5461 -0.112
C -5.3041 0.1590 0.3778 -0.110
C -6.0269 0.7340 -0.8054 -0.171
C -5.9722 2.2958 -0.9398 -0.197
C 2.5055 -3.3332 0.5290 -0.399
H -4.1635 3.0087 -1.8980 0.110
H -2.9390 3.7288 0.0522 0.091
H -4.8524 4.2328 1.7847 0.117
H -3.6059 3.0967 2.3170 0.104
H -5.6196 2.1785 3.0009 0.108
H -6.4694 2.4585 1.5041 0.091
H -4.6819 0.2253 2.3915 0.099
H -5.1068 -0.9054 0.2872 0.076
H -7.0826 0.4339 -0.7379 0.116
H -5.6243 0.3248 -1.7425 0.110
H -6.3507 2.5074 -1.9495 0.107
H -6.6720 2.7694 -0.2443 0.095
H 2.7608 -3.7950 -0.4403 -0.031
H 1.6779 -3.8613 0.9996 -0.061
H 3.3984 -3.3425 1.1929 -0.016
P 0.4997 1.3711 0.1323 0.845
P -0.6273 -1.6859 1.1141 0.857
C -1.1014 1.0809 0.8904 -0.274
C -1.5154 -0.1406 1.3509 -0.279
C 1.4413 2.6578 0.9884 -0.373
C 0.7225 3.6879 1.6136 -0.103
C 1.4063 4.7046 2.2794 -0.084
C 2.8090 4.6735 2.3482 -0.080
C 3.5257 3.6136 1.7656 -0.071
C 2.8473 2.5985 1.0916 -0.075
C 0.2918 1.8618 -1.6141 -0.374
C -0.1155 0.8951 -2.5585 -0.101
C -0.2060 1.2516 -3.9020 -0.082
C 0.0894 2.5625 -4.3065 -0.085
C 0.4905 3.5200 -3.3655 -0.082
C 0.6013 3.1705 -2.0222 -0.090
C -0.4802 -2.6018 2.6890 -0.346
C 0.3963 -2.1378 3.6926 -0.092
C 0.5192 -2.8509 4.8842 -0.079
C -0.2342 -4.0173 5.0907 -0.079
C -1.0950 -4.4841 4.0870 -0.080
C -1.2095 -3.7896 2.8851 -0.081
C -1.4466 -2.7373 -0.0985 -0.381
C -0.7405 -3.6375 -0.9166 -0.082
C -1.4384 -4.4499 -1.8126 -0.067
C -2.8370 -4.3455 -1.9145 -0.074
C -3.5368 -3.4091 -1.1295 -0.074
C -2.8368 -2.6027 -0.2323 -0.098
H -1.7648 1.9570 0.9600 0.039
H -2.4392 -0.2381 1.9382 0.059
H -0.3654 3.6809 1.5763 0.091
H 0.8474 5.5230 2.7412 0.104
H 3.3461 5.4748 2.8710 0.105
H 4.6160 3.5903 1.8405 0.110
H 3.3967 1.7638 0.6533 0.086
H -0.3512 -0.1219 -2.2223 0.096
H -0.5222 0.5063 -4.6369 0.106
H -0.0023 2.8358 -5.3619 0.103
H 0.7079 4.5425 -3.6813 0.105
H 0.9202 3.9035 -1.2818 0.100
H 0.9640 -1.2162 3.5245 0.101
H 1.1924 -2.4847 5.6635 0.108
H -0.1505 -4.5539 6.0408 0.105
H -1.6873 -5.3857 4.2568 0.106
H -1.8749 -4.1502 2.0996 0.102
H 0.3439 -3.7041 -0.8438 0.071
H -0.9056 -5.1787 -2.4324 0.112
H -3.3882 -4.9877 -2.6158 0.107
H -4.6265 -3.3189 -1.2142 0.106
H -3.3591 -1.8645 0.3695 0.069
C 7.7711 -2.4715 -1.9659 -0.107
C 6.7838 -3.1328 -1.2168 -0.100
C 5.5628 -2.5351 -0.9603 -0.044
C 5.2363 -1.2451 -1.4531 -0.199
C 3.9941 -0.5951 -1.3044 -0.218
C 3.7525 0.6128 -1.8878 -0.204
C 4.7824 1.2946 -2.6056 -0.095
C 6.0162 0.7159 -2.7681 -0.067
C 6.2781 -0.5653 -2.2212 -0.176
C 7.5158 -1.2070 -2.4553 -0.060
H 8.7384 -2.9566 -2.1647 0.101
H 6.9953 -4.1441 -0.8366 0.101
H 4.7981 -3.0474 -0.3824 0.059
H 2.7814 1.1063 -1.8220 0.041
H 4.5777 2.2816 -3.0274 0.094
H 6.8207 1.2099 -3.3312 0.107
H 8.2669 -0.6858 -3.0551 0.105
```

Computed properties:
max |F|	0.096	Eh/bohr
energy above the lowest of the compared OMol25 structures with the same formula, charge and spin	0.0000	eV
Kohn-Sham gap (alpha / beta)	4.678 / 4.678	eV
E_HOMO (alpha / beta)	-5.2 / -5.2	eV